# 1
C25H31N6O2S4Ti | ωB97M-V/def2-TZVPD

Values from the calculation:
HOMO-LUMO gap (spin up / spin down) = 0.164 / 0.260 Ha
maximum force = 0.09214 hartree/bohr
2S+1 = 3
charge = -1
expectation value of S² = 2.0344

Geometry (Å):
Ti1 -16.6926 -1.3641 7.6405
S1 -18.7856 -0.2286 7.4444
C1 -18.6062 1.1066 8.4793
C2 -19.6666 1.9937 8.5239
C3 -19.5807 3.1791 9.2083
C4 -20.6018 4.1099 9.0775
N1 -21.3090 5.0431 8.9593
C5 -18.3727 3.4134 9.9332
C6 -17.3282 2.5033 9.9607
C7 -17.3766 1.3393 9.1677
S2 -15.9166 0.3806 8.9486
C8 -18.3259 4.5791 10.7673
N2 -18.3459 5.5272 11.4491
H1 -20.5541 1.7736 7.9310
H2 -16.4260 2.6679 10.5257
C9 -15.1793 -7.2122 5.7427
C10 -15.8760 -6.2541 4.7751
N3 -16.8944 -5.3538 5.4055
C11 -18.2490 -5.8576 5.6268
C12 -19.0367 -6.1176 4.3209
C13 -16.5895 -4.1066 5.8928
S3 -17.8650 -2.9278 5.9376
N4 -15.3559 -3.8550 6.2501
C14 -14.6483 -2.6871 6.3984
O1 -15.2370 -1.5388 6.4813
C15 -13.2355 -2.8106 6.4695
C16 -12.4571 -1.7064 6.6789
C17 -11.0470 -1.7440 6.7297
C18 -10.3892 -2.9470 6.4087
C19 -11.1576 -4.0172 5.9703
C20 -12.5572 -3.9715 6.0142
H3 -14.2429 -7.5365 5.3288
H4 -15.7902 -8.1211 5.8578
H5 -14.9883 -6.8631 6.7697
H6 -16.3991 -6.8084 3.9870
H7 -15.1945 -5.4988 4.3019
H8 -18.7708 -4.9874 6.0639
H9 -18.3553 -6.6859 6.3523
H10 -19.1497 -5.2106 3.7686
H11 -19.9494 -6.6654 4.5325
H12 -18.4002 -6.7267 3.6624
H13 -12.9375 -0.7851 6.8596
H14 -10.4913 -0.8505 6.9919
H15 -9.3125 -3.0146 6.4559
H16 -10.6156 -4.8847 5.6548
H17 -13.1467 -4.8134 5.6158
C21 -23.4850 -2.1951 4.4258
C22 -24.8028 -2.7404 4.9483
O2 -24.3977 -3.7416 5.9352
C23 -25.3636 -3.8817 6.9436
C24 -24.7820 -4.5992 8.1487
H18 -23.6262 -1.5850 3.5304
H19 -22.8948 -3.0435 4.1246
H20 -23.0318 -1.6355 5.2446
H21 -25.5337 -3.1608 4.2565
H22 -25.4092 -2.0308 5.5169
H23 -26.2190 -4.4726 6.5290
H24 -25.6299 -2.8441 7.1611
H25 -24.4529 -5.5716 7.8153
H26 -25.5303 -4.7751 8.9478
H27 -23.9531 -4.0213 8.5498
N5 -17.9591 -1.8089 10.8739
C25 -17.7956 -2.7952 9.9536
N6 -18.8071 -3.5353 9.4804
S4 -16.2297 -3.0010 9.3629
H28 -18.8331 -1.5445 11.3159
H29 -17.1476 -1.2168 11.0853
H30 -19.7818 -3.3143 9.6105
H31 -18.6001 -4.0449 8.6167

***

# 2
C45H52FN3OPS2Sb2Tc | ωB97M-V/def2-TZVPD

Values from the calculation:
HOMO-LUMO gap (spin up / spin down) = 0.195 / 0.161 Ha
maximum force = 0.05356 hartree/bohr
charge = +2

Geometry (Å):
Tc1 -0.0005 -0.4534 -0.1671
C1 -0.3063 -0.7560 4.1621
Sb1 -0.0238 0.5203 2.4719
C2 -1.5180 2.0427 2.7168
C3 1.9174 1.2089 2.9840
C4 1.9390 2.4529 3.8329
C5 1.3796 2.3808 5.0728
C6 1.4366 3.4567 5.9613
C7 2.1480 4.5778 5.5953
C8 2.7449 4.6582 4.3441
C9 2.5889 3.6241 3.4240
C10 2.9577 3.8521 2.0058
Sb2 1.1364 4.6032 0.9539
C11 1.1241 6.6044 1.6608
C12 2.1798 5.1640 -0.8969
H1 -0.4386 -0.0111 4.9289
H2 0.6453 -1.3103 4.2495
H3 -1.1619 -1.4524 4.1106
H4 -2.5140 1.7091 2.5257
H5 -1.2638 2.8273 2.0238
H6 -1.4850 2.3098 3.7638
H7 2.4670 1.3725 2.0637
H8 2.3811 0.3208 3.5227
H9 0.9146 1.4818 5.4911
H10 0.9983 3.4034 6.9577
H11 2.1897 5.4330 6.2398
H12 3.3113 5.5137 4.0760
H13 3.3240 3.0247 1.4207
H14 3.7321 4.6029 1.9609
H15 2.0422 7.0228 1.2752
H16 1.1114 6.6488 2.7611
H17 0.2230 7.1003 1.2758
H18 2.9866 5.9024 -0.7581
H19 1.4566 5.7697 -1.5457
H20 2.4251 4.2839 -1.4395
F1 1.5497 0.6550 -0.0373
S1 -2.6079 -1.6711 -3.6986
P1 -0.8447 -0.8515 -3.9251
S2 0.2941 -1.3748 -2.1714
C13 -0.6737 0.9382 -4.0761
C14 -1.7310 1.5965 -4.6944
C15 -1.6487 2.9694 -4.8634
C16 -0.5205 3.6826 -4.4201
C17 0.5458 3.0476 -3.7979
C18 0.4731 1.6476 -3.6307
C19 0.2019 -1.5121 -5.1678
C20 0.8243 -0.6833 -6.1322
C21 1.3587 -1.2047 -7.2741
C22 1.3104 -2.5873 -7.5017
C23 0.8776 -3.4782 -6.5276
C24 0.2801 -2.9237 -5.3985
H21 -2.6268 1.0158 -4.9937
H22 -2.4683 3.4473 -5.3971
H23 -0.5645 4.7507 -4.4466
H24 1.3838 3.6447 -3.3904
H25 1.3465 1.1609 -3.2490
H26 0.8181 0.3520 -5.9857
H27 1.8526 -0.5457 -8.0049
H28 1.7144 -2.9996 -8.4160
H29 0.9975 -4.5574 -6.6880
H30 -0.1525 -3.5938 -4.6328
C25 -3.5843 -3.2780 -0.7505
C26 -2.0818 -3.1351 -0.3883
O1 -1.6816 -1.9147 0.3488
C27 -2.5399 -1.6190 1.4779
C28 -3.5864 -0.6090 1.1045
H31 -3.6187 -4.0739 -1.4996
H32 -4.0732 -2.3813 -1.1187
H33 -4.1439 -3.6296 0.0903
H34 -1.5616 -3.0334 -1.3783
H35 -1.8142 -4.0235 0.2116
H36 -1.8493 -1.2989 2.2269
H37 -2.9745 -2.5202 1.8883
H38 -3.1724 0.2917 0.6458
H39 -4.0875 -0.2683 2.0553
H40 -4.3520 -1.1405 0.5761
N1 0.5975 -10.3367 3.8518
C29 1.0303 -9.3284 3.5296
C30 1.3614 -7.9994 3.1497
C31 2.0429 -7.7497 1.9611
C32 2.2469 -6.4624 1.4676
C33 1.7655 -5.3661 2.1908
C34 1.1189 -5.6519 3.4235
C35 0.8382 -6.9114 3.8927
N2 1.9730 -4.0332 1.7389
C36 3.1399 -3.3557 1.3539
C37 2.7209 -2.2273 0.7366
N3 1.3396 -2.1588 0.7461
C38 0.9441 -3.2306 1.3889
H41 2.3018 -8.6214 1.3507
H42 2.6496 -6.3509 0.4773
H43 0.7654 -4.8020 4.0012
H44 0.2770 -6.9814 4.7766
H45 4.1060 -3.7643 1.5952
H46 3.3356 -1.5337 0.2239
H47 -0.0760 -3.4591 1.6936
C39 -1.1234 0.7528 -0.7273
C40 -2.0751 1.7044 -1.0610
C41 -1.6820 3.0799 -1.0266
C42 -2.5355 4.0439 -1.5589
C43 -3.7261 3.6547 -2.1184
C44 -4.0895 2.3441 -2.2132
C45 -3.3023 1.3512 -1.6487
H48 -0.7141 3.3950 -0.6320
H49 -2.1950 5.0488 -1.5226
H50 -4.4124 4.4114 -2.5083
H51 -4.9826 2.0504 -2.7113
H52 -3.5579 0.3064 -1.8157

***

# 3
C36H30HfN2O2P | ωB97M-V/def2-TZVPD

Values from the calculation:
HOMO-LUMO gap = 0.278 Ha
maximum force = 0.01395 hartree/bohr
charge = +1

Geometry (Å):
Hf1 0.7987 -0.2283 -0.5793
N1 3.6800 0.9996 -0.5488
C1 3.3832 2.1980 -1.3427
C2 2.0051 2.0941 -1.9797
O1 1.3464 3.0529 -2.2821
O2 1.5959 0.8298 -2.1291
H1 4.5248 1.1509 -0.0073
H2 3.8716 0.2185 -1.1711
H3 4.1033 2.3845 -2.1463
H4 3.3823 3.0802 -0.7034
C3 -3.1230 5.7118 -1.6728
C4 -2.3980 5.0926 -2.6783
C5 -1.8836 3.8190 -2.4773
C6 -2.1040 3.1640 -1.2689
C7 -2.8306 3.7928 -0.2573
C8 -3.3382 5.0635 -0.4617
P1 -1.4382 1.4949 -1.0864
C9 -0.8387 1.5786 0.6672
C10 0.1500 2.5352 0.9525
C11 0.5825 2.7276 2.2565
C12 0.0371 1.9693 3.2876
C13 -0.9252 1.0051 3.0116
C14 -1.3546 0.7967 1.7062
C15 -2.8023 0.3275 -1.0092
C16 -4.1127 0.7099 -1.1437
C17 -5.1381 -0.2534 -1.1891
C18 -4.8226 -1.5773 -1.0990
C19 -3.4779 -2.0012 -0.9614
C20 -3.1684 -3.3807 -0.8695
C21 -1.8779 -3.7868 -0.7305
C22 -0.8380 -2.8306 -0.6791
C23 -1.0576 -1.4667 -0.7843
C24 -2.4319 -1.0494 -0.9245
H5 -3.5195 6.7066 -1.8267
H6 -2.2219 5.6010 -3.6164
H7 -1.2910 3.3443 -3.2487
H8 -3.0025 3.2907 0.6880
H9 -3.9024 5.5512 0.3220
H10 0.5330 3.1620 0.1521
H11 1.3230 3.4863 2.4740
H12 0.3566 2.1392 4.3076
H13 -1.3561 0.4213 3.8146
H14 -2.1150 0.0548 1.4960
H15 -4.3668 1.7590 -1.2289
H16 -6.1658 0.0641 -1.3003
H17 -5.5998 -2.3306 -1.1367
H18 -3.9766 -4.1006 -0.9126
H19 -1.6372 -4.8394 -0.6604
H20 0.1688 -3.2171 -0.5776
N2 1.7362 -0.3346 1.4853
C25 1.7036 -1.6327 2.1426
C26 1.1447 -1.7233 3.4069
C27 1.0754 -2.9483 4.0496
C28 1.5741 -4.0774 3.4208
C29 2.1450 -3.9712 2.1645
C30 2.2300 -2.7497 1.4939
C31 2.8237 -2.6930 0.1314
C32 3.9231 -3.5066 -0.1490
C33 4.4278 -3.5940 -1.4364
C34 3.8165 -2.8890 -2.4629
C35 2.7385 -2.0632 -2.1768
C36 2.2389 -1.9036 -0.8753
H21 1.4062 0.3879 2.1267
H22 2.6888 -0.0835 1.1974
H23 0.7766 -0.8322 3.8983
H24 0.6363 -3.0154 5.0353
H25 1.5169 -5.0427 3.9047
H26 2.5156 -4.8584 1.6688
H27 4.3925 -4.0711 0.6467
H28 5.2876 -4.2197 -1.6360
H29 4.1787 -2.9801 -3.4786
H30 2.2972 -1.5136 -3.0030

***

# 4
C4H8N3 | ωB97M-V/def2-TZVPD

Values from the calculation:
HOMO-LUMO gap (spin up / spin down) = 0.224 / 0.357 Ha
maximum force = 0.06510 hartree/bohr
charge = +1

Geometry (Å):
C1 -2.0475 -1.5614 0.1187
C2 -1.3632 -0.2231 -0.0589
C3 0.0496 0.3408 0.0252
C4 1.2093 -0.4794 0.0668
N1 2.0394 -1.4418 0.0384
N2 0.0379 1.7711 0.1567
N3 2.6591 -0.1081 -0.0109
H1 -3.0798 -1.4853 -0.2784
H2 -1.7784 -2.2075 0.8574
H3 -1.7637 0.1950 -1.0483
H4 -1.9654 0.3606 0.6854
H5 -0.8393 2.0842 -0.2347
H6 0.7223 2.3073 -0.4048
H7 3.1234 0.3237 -0.8228
H8 2.9962 0.1238 0.9103

***

# 5
C7H14OSSi | ωB97M-V/def2-TZVPD

Values from the calculation:
SMILES string = CC1=C([Si](C)(C)O)SCC1
HOMO-LUMO gap = 0.309 Ha
maximum force = 0.06598 hartree/bohr
charge = 0

Geometry (Å):
C1 -0.8937 -1.0969 0.2170
C2 0.0669 -0.2589 0.5445
C3 -1.3661 -1.9297 1.4115
C4 -0.3737 -1.9029 2.6097
C5 -1.4737 -1.4364 -1.0961
C6 2.0042 2.0431 0.4286
C7 -0.5524 2.3379 -1.3624
O1 1.3418 0.3328 -2.0641
Si1 0.8072 1.1071 -0.6814
S1 0.5042 -0.2792 2.2278
H1 -2.3548 -1.3869 1.7054
H2 -1.7013 -3.0211 1.2953
H3 -0.9143 -1.7537 3.4859
H4 0.2988 -2.7929 2.6727
H5 -2.5618 -1.2765 -1.1606
H6 -1.3326 -2.4601 -1.5462
H7 -1.1674 -0.8055 -1.8955
H8 2.1424 3.0556 -0.0282
H9 1.5433 2.1157 1.3715
H10 2.9450 1.6916 0.6983
H11 -0.3049 3.3794 -1.4669
H12 -0.9219 1.9597 -2.2374
H13 -1.3137 2.2852 -0.6695
H14 2.2649 0.3152 -2.2170

***

# 6
C16H19F9N2O5 | ωB97M-V/def2-TZVPD

Values from the calculation:
SMILES string = CCCO[C@H](C#N)[C@H](C#N)C(F)(F)F.CCOC(=O)C(F)(F)F.CCOC(=O)C(F)(F)F
HOMO-LUMO gap = 0.432 Ha
maximum force = 0.10972 hartree/bohr
charge = 0

Geometry (Å):
C1 3.3156 0.9363 -3.2235
C2 3.1230 0.1425 -4.5602
C3 1.8994 0.7824 -5.3081
O1 0.9218 1.0741 -4.2964
C4 -0.1470 1.8266 -4.7794
C5 -0.6139 2.7164 -3.6323
N1 -0.8776 3.3421 -2.7476
C6 -1.3413 0.9781 -5.3116
C7 -2.4148 1.8256 -5.9590
N2 -3.1831 2.4257 -6.5066
C8 -2.0224 0.0597 -4.2630
F1 -1.3046 -0.1458 -3.1712
F2 -2.2022 -1.1440 -4.8517
F3 -3.2165 0.4900 -3.8721
H1 2.6452 0.5924 -2.4199
H2 3.1002 2.0129 -3.3864
H3 4.3630 0.8755 -2.8722
H4 4.0414 0.2020 -5.1676
H5 2.8654 -0.9092 -4.3280
H6 2.2654 1.7150 -5.7857
H7 1.4391 0.0710 -6.0216
H8 0.1838 2.4728 -5.6218
H9 -0.9535 0.3459 -6.1325
C9 0.1497 -1.3071 0.4257
C10 0.6636 -0.9232 1.7969
O2 1.8529 -1.6681 2.1225
C11 2.9953 -1.1941 1.6280
O3 3.1015 -0.2169 0.9449
C12 4.1691 -2.0593 2.0981
F4 3.8994 -3.3722 2.0001
F5 4.4684 -1.8125 3.3864
F6 5.2757 -1.8311 1.3836
H10 -0.0053 -2.3858 0.3628
H11 -0.7929 -0.8017 0.2132
H12 0.8676 -1.0410 -0.3516
H13 -0.0746 -1.1770 2.5499
H14 0.8466 0.1485 1.8715
C13 -3.6897 -0.9998 7.7074
C14 -2.3288 -0.4784 7.2958
O4 -2.1701 -0.5327 5.8671
C15 -2.6976 0.4812 5.1797
O5 -3.2818 1.4096 5.6552
C16 -2.4067 0.3075 3.6859
F7 -2.6176 -0.9545 3.2692
F8 -1.1224 0.6038 3.4004
F9 -3.1697 1.0959 2.9273
H15 -3.8507 -2.0036 7.3105
H16 -3.7754 -1.0313 8.7937
H17 -4.4874 -0.3677 7.3154
H18 -1.5470 -1.1104 7.7154
H19 -2.1583 0.5341 7.6632

***

Question: Which of these has the lowest charge?
Answer: C25H31N6O2S4Ti